{"formula": "C38H81CuN4O5", "method": "ωB97M-V with the def2-TZVPD basis set", "max_force_ev_per_a": 4.33, "energy_ha": -3731.8384, "e_homo_ev": -6.79, "orbital_gap_ev": 7.057, "lumo_ev": 0.27, "symbols": ["Cu", "C", "C", "O", "H", "H", "H", "H", "H", "C", "C", "C", "C", "C", "C", "N", "O", "C", "C", "C", "H", "H", "H", "H", "H", "H", "H", "H", "H", "H", "H", "H", "H", "H", "H", "H", "H", "H", "H", "C", "C", "C", "C", "C", "C", "N", "O", "C", "C", "C", "H", "H", "H", "H", "H", "H", "H", "H", "H", "H", "H", "H", "H", "H", "H", "H", "H", "H", "H", "C", "C", "C", "C", "C", "C", "N", "O", "C", "C", "C", "H", "H", "H", "H", "H", "H", "H", "H", "H", "H", "H", "H", "H", "H", "H", "H", "H", "H", "H", "C", "C", "C", "C", "C", "C", "N", "O", "C", "C", "C", "H", "H", "H", "H", "H", "H", "H", "H", "H", "H", "H", "H", "H", "H", "H", "H", "H", "H", "H"], "xyz": [[0.221, 0.899, -1.049], [-0.573, -1.424, 2.114], [-1.554, -0.768, 1.196], [-1.286, -0.686, -0.113], [0.336, -0.836, 2.239], [-0.189, -2.391, 1.789], [-1.010, -1.583, 3.099], [-1.932, 0.193, 1.546], [-2.473, -1.337, 1.343], [3.357, 1.529, 3.289], [3.522, 1.711, 4.819], [3.732, 3.223, 5.212], [2.473, 3.973, 5.593], [1.186, 3.419, 4.968], [0.978, 1.942, 5.408], [2.302, 1.259, 5.490], [2.131, -0.115, 5.614], [0.306, 1.894, 6.799], [-0.052, 1.477, 4.389], [4.709, 0.922, 5.571], [3.149, 0.491, 3.031], [4.300, 1.819, 2.825], [2.586, 2.181, 2.877], [4.506, 3.411, 5.956], [4.190, 3.718, 4.355], [2.554, 4.910, 5.042], [2.339, 4.108, 6.667], [1.035, 3.535, 3.894], [0.356, 3.997, 5.374], [-0.775, 2.024, 6.856], [0.412, 0.944, 7.322], [0.792, 2.611, 7.461], [-0.930, 2.099, 4.216], [0.294, 1.313, 3.368], [-0.435, 0.506, 4.703], [5.703, 1.320, 5.363], [4.850, -0.117, 5.271], [4.612, 0.929, 6.656], [2.302, -0.233, 6.552], [2.547, -0.487, 0.399], [3.081, -0.719, -1.061], [2.786, -2.238, -1.387], [2.881, -2.648, -2.857], [1.929, -1.721, -3.667], [2.265, -0.227, -3.456], [2.277, 0.086, -1.963], [2.488, 1.479, -1.639], [3.543, 0.239, -4.250], [1.004, 0.373, -4.165], [4.626, -0.360, -1.116], [2.924, -1.148, 1.179], [1.483, -0.725, 0.431], [2.673, 0.523, 0.786], [3.523, -2.875, -0.898], [1.854, -2.641, -0.992], [2.652, -3.686, -3.100], [3.900, -2.668, -3.246], [0.873, -1.911, -3.473], [2.244, -2.058, -4.654], [4.439, -0.231, -3.846], [3.382, -0.071, -5.283], [3.601, 1.323, -4.152], [0.984, 1.455, -4.038], [0.848, -0.089, -5.140], [0.217, 0.101, -3.462], [4.873, 0.701, -1.122], [5.141, -0.737, -2.000], [5.137, -0.784, -0.251], [3.272, 1.697, -2.148], [-0.846, -4.511, -1.276], [-1.830, -4.842, -2.429], [-2.474, -6.202, -2.176], [-3.709, -6.549, -2.949], [-4.678, -5.387, -2.732], [-4.164, -3.963, -3.128], [-2.866, -3.743, -2.413], [-2.381, -2.477, -2.661], [-4.036, -3.840, -4.738], [-5.201, -2.968, -2.512], [-1.002, -4.913, -3.797], [-0.335, -3.587, -1.547], [-0.132, -5.293, -1.019], [-1.452, -4.207, -0.423], [-1.715, -6.938, -2.441], [-2.659, -6.415, -1.123], [-4.136, -7.507, -2.654], [-3.478, -6.679, -4.006], [-5.083, -5.389, -1.720], [-5.558, -5.632, -3.328], [-4.792, -3.125, -5.061], [-3.029, -3.496, -4.974], [-4.214, -4.763, -5.291], [-6.147, -3.216, -2.992], [-5.448, -2.955, -1.450], [-5.041, -1.899, -2.657], [-1.455, -5.556, -4.551], [-0.042, -5.414, -3.669], [-0.863, -3.904, -4.185], [-2.491, -2.058, -1.804], [-2.769, 1.821, -2.301], [-2.509, 2.986, -1.291], [-3.309, 2.666, 0.050], [-2.988, 3.618, 1.188], [-1.487, 3.384, 1.483], [-0.579, 3.734, 0.313], [-1.053, 3.103, -0.972], [-0.209, 3.103, -2.037], [-0.494, 5.260, 0.201], [0.835, 3.172, 0.792], [-2.983, 4.283, -1.961], [-2.347, 2.056, -3.279], [-2.364, 0.858, -1.992], [-3.838, 1.777, -2.510], [-4.380, 2.666, -0.149], [-3.034, 1.645, 0.312], [-3.225, 4.578, 0.730], [-3.608, 3.329, 2.036], [-1.376, 2.347, 1.799], [-1.184, 4.043, 2.297], [0.050, 5.610, -0.677], [0.141, 5.659, 0.992], [-1.482, 5.721, 0.223], [0.819, 2.120, 1.079], [1.198, 3.779, 1.621], [1.571, 3.397, 0.020], [-4.066, 4.224, -2.073], [-2.822, 5.218, -1.424], [-2.538, 4.444, -2.943], [-0.182, 4.010, -2.351]], "atomic_forces_ev_per_a": [[-1.1, -1.3, 0.7], [1.2, 0.1, 0.7], [-1.7, -0.3, 0.2], [1.8, 0.8, -2.6], [0.1, 0.3, 0.2], [-0.4, -0.2, -0.5], [0.0, 0.1, 0.2], [0.5, 0.8, 1.0], [-0.7, -0.7, 0.0], [1.3, 0.0, 0.6], [0.2, -0.4, 1.4], [0.2, -0.5, -0.7], [-0.6, 0.7, -1.8], [0.3, -0.6, 1.8], [-0.6, 1.2, -0.8], [-1.5, 1.8, 0.9], [0.2, -0.5, -0.3], [0.6, -0.2, 0.7], [-0.3, -2.2, -0.6], [-0.1, -0.1, -1.4], [-0.1, 0.0, 0.1], [0.1, -0.1, -0.3], [-0.1, 0.0, 0.2], [-0.1, -0.7, 0.4], [-0.2, -0.1, -0.4], [0.2, 0.7, 0.9], [0.1, 0.1, -0.1], [0.8, -0.1, -0.1], [-0.2, 0.0, 0.2], [0.0, 0.5, -0.6], [0.4, -0.3, -0.3], [-0.1, 0.2, 0.0], [0.1, 0.5, 0.7], [0.6, 0.0, 0.0], [-0.2, -0.2, -0.1], [-0.1, 0.6, -0.2], [-0.6, -0.2, -0.1], [-0.4, 0.3, -0.1], [0.0, -0.5, 0.1], [-0.3, 0.0, -0.4], [0.7, -1.1, 1.1], [1.3, -0.9, -0.2], [-0.9, 0.8, 0.0], [2.7, -1.2, 0.7], [-0.5, 0.0, -1.1], [-1.6, 0.1, -0.8], [0.0, -0.7, -0.9], [-1.1, -0.7, 1.3], [0.5, 0.7, 2.5], [-0.4, -0.6, -0.2], [0.7, -0.3, -0.4], [-0.3, 0.2, -0.4], [0.2, 0.1, -0.4], [0.3, 0.4, 0.6], [-0.4, 0.8, 0.1], [-0.7, -0.2, 0.7], [0.3, 1.0, 0.0], [0.2, -0.2, 0.1], [-0.8, 0.8, -0.7], [0.0, 0.1, -0.2], [0.2, 0.3, 0.0], [0.2, 0.1, -0.4], [0.2, 0.3, -1.0], [0.0, 0.5, 0.1], [-0.6, -0.4, -0.4], [-0.5, 0.2, 0.3], [-0.2, -0.4, 0.0], [-0.1, -0.1, 0.0], [0.4, 0.6, 0.0], [-0.8, 0.8, -0.5], [0.7, 0.8, -0.9], [0.9, -1.1, 0.3], [-0.2, 1.1, -0.2], [-0.7, -0.3, -0.8], [0.6, -0.6, 0.5], [-1.3, -2.7, 0.3], [0.6, 0.4, -0.6], [-0.3, 0.4, 1.7], [-0.5, 0.3, -0.9], [-0.6, -0.2, 0.8], [0.4, -0.1, 0.0], [-0.1, -0.1, -0.2], [0.1, -0.4, 0.3], [0.4, -0.1, 0.0], [-0.1, 0.6, 0.3], [0.0, 0.1, 0.3], [0.0, 0.2, -0.2], [0.5, 0.1, 0.3], [-0.3, 0.4, -0.3], [0.2, 0.1, -0.2], [-0.2, 0.2, -0.1], [0.0, -0.2, 0.3], [-0.2, 0.2, -0.2], [0.7, -1.0, 0.3], [0.5, -0.1, -0.7], [-0.6, 0.3, -0.1], [0.3, 0.3, 0.5], [0.1, -0.1, -0.1], [0.5, 0.7, 0.4], [0.3, 0.9, 0.0], [0.0, 0.0, 0.2], [0.7, -0.3, -1.2], [0.8, -1.1, -1.1], [-1.5, 0.8, 0.0], [1.1, -0.5, -0.1], [-1.4, -2.2, 3.4], [0.8, 0.6, -0.9], [0.6, 0.1, -0.1], [-0.6, 1.3, -1.4], [-0.7, 0.2, 0.1], [0.3, 0.1, 0.0], [-0.2, 0.0, 0.4], [-0.1, -0.3, 0.4], [0.0, 0.0, -0.4], [0.0, -0.2, 0.1], [0.0, 0.5, 1.0], [0.0, 0.5, 0.1], [0.1, 0.0, -0.1], [0.2, -0.1, 0.2], [-0.2, -0.2, -0.5], [-0.4, 0.0, 0.4], [0.2, 0.1, 0.0], [-0.1, -0.1, -0.2], [-0.4, -0.1, 0.3], [0.1, -0.5, -0.2], [-0.1, 0.0, -0.3], [0.2, -0.2, 0.4], [0.0, -0.3, -0.1], [0.3, 0.5, -0.6]]}


{"formula": "C26H16CuIN2PS2", "method": "ωB97M-V with the def2-TZVPD basis set", "max_force_ev_per_a": 0.56, "energy_ha": -4185.8083, "e_homo_ev": [-7.80, -8.45], "orbital_gap_ev": [7.200, 6.204], "lumo_ev": [-0.60, -2.24], "spin_multiplicity": 2, "symbols": ["Cu", "I", "C", "C", "C", "C", "C", "C", "C", "C", "C", "P", "C", "C", "C", "C", "C", "C", "C", "C", "C", "C", "C", "C", "C", "H", "H", "H", "H", "H", "H", "H", "H", "H", "H", "H", "H", "H", "H", "H", "H", "S", "C", "C", "N", "C", "S", "C", "N"], "xyz": [[0.172, -0.341, 0.541], [1.434, -1.801, -1.362], [1.190, -3.681, -0.395], [2.355, -4.384, -0.266], [2.343, -5.726, 0.152], [1.150, -6.355, 0.341], [-0.071, -5.653, 0.206], [-1.289, -6.354, 0.336], [-2.486, -5.708, 0.240], [-2.498, -4.313, 0.111], [-1.340, -3.581, -0.017], [-1.552, -1.760, 0.141], [-2.786, -1.658, 1.486], [-2.249, -1.758, 2.771], [-3.060, -1.648, 3.886], [-4.420, -1.417, 3.724], [-4.960, -1.322, 2.452], [-4.152, -1.445, 1.330], [-2.445, -1.329, -1.384], [-2.429, -2.160, -2.502], [-3.092, -1.780, -3.660], [-3.773, -0.574, -3.710], [-3.761, 0.274, -2.612], [-3.089, -0.093, -1.457], [-0.078, -4.249, -0.076], [3.297, -3.917, -0.520], [3.280, -6.252, 0.269], [1.114, -7.407, 0.595], [-1.246, -7.422, 0.508], [-3.419, -6.252, 0.307], [-3.446, -3.791, 0.155], [-1.181, -1.908, 2.884], [-2.634, -1.721, 4.878], [-5.055, -1.297, 4.592], [-6.021, -1.144, 2.327], [-4.590, -1.374, 0.343], [-1.895, -3.100, -2.472], [-3.079, -2.431, -4.525], [-4.308, -0.290, -4.607], [-4.272, 1.228, -2.658], [-3.046, 0.586, -0.614], [0.831, 0.199, 2.653], [-0.017, 1.672, 2.689], [-0.199, 2.269, 3.974], [-0.366, 2.736, 5.012], [-0.526, 2.340, 1.568], [-0.426, 1.787, -0.036], [-1.177, 3.601, 1.741], [-1.708, 4.617, 1.839]], "atomic_forces_ev_per_a": [[0.0, -0.1, 0.0], [0.1, -0.3, 0.1], [0.1, 0.3, -0.2], [0.0, 0.2, -0.1], [0.0, -0.1, 0.0], [0.1, 0.0, 0.0], [0.1, 0.2, -0.1], [-0.1, 0.0, 0.0], [0.0, -0.2, 0.0], [0.2, 0.1, 0.0], [0.0, 0.1, 0.0], [-0.4, -0.1, 0.0], [0.1, 0.1, 0.0], [0.0, 0.0, -0.1], [0.0, 0.0, 0.0], [0.0, 0.0, 0.1], [-0.1, 0.0, -0.1], [0.1, -0.1, 0.0], [0.0, 0.0, 0.0], [0.0, 0.1, 0.1], [0.0, 0.0, -0.1], [0.0, 0.0, 0.0], [0.0, 0.1, 0.1], [0.1, -0.1, 0.0], [-0.1, -0.2, 0.1], [0.0, 0.0, 0.0], [0.0, 0.0, 0.0], [0.0, 0.0, 0.0], [0.0, 0.0, 0.0], [0.0, 0.0, 0.0], [0.0, 0.0, 0.0], [0.0, 0.0, 0.1], [0.0, 0.0, 0.0], [0.0, 0.0, 0.0], [0.0, 0.0, 0.0], [0.0, 0.0, 0.0], [0.0, 0.0, 0.0], [0.0, 0.0, 0.0], [0.0, 0.0, 0.0], [0.0, 0.0, 0.0], [-0.1, 0.0, 0.0], [-0.2, 0.2, -0.1], [0.3, -0.4, -0.2], [-0.1, 0.2, 0.3], [0.0, -0.1, 0.0], [0.1, -0.3, -0.5], [0.0, 0.1, 0.4], [-0.1, 0.3, 0.1], [0.0, -0.1, 0.0]]}